a) Below is a cluster of 2 separate species, BH3OS in total, with properties calculated with ωB97M-V/def2-TZVPD.

Cartesian coordinates (Å):
B: -0.04783 -0.38334 0.26245
O: 0.20487 -1.64180 0.06872
S: 1.36571 0.79657 0.17977
H: -1.21103 -0.07515 0.42164
H: -0.69248 -1.95839 0.02763
H: 0.38076 3.26210 -0.96021

HOMO-LUMO gap (spin up / spin down) = 7.399 / 9.932 eV
E_LUMO (spin up / spin down) = -2.2 / -0.2 eV
net charge = 0
HOMO (spin up / spin down) = -9.64 / -10.13 eV

=====

b) Below is a cluster of 2 separate species, BH3OS in total, with properties calculated with ωB97M-V/def2-TZVPD.

Cartesian coordinates (Å):
B: 1.86638 -0.11262 -0.12614
O: 0.73672 0.29371 -0.11691
S: -2.35059 -0.25120 -0.21238
H: 2.94386 -0.48884 -0.07644
H: -1.05270 -0.36961 0.20908
H: -2.14366 0.92855 0.32278

HOMO-LUMO gap = 9.602 eV
E_LUMO = 0.5 eV
net charge = 0
HOMO = -9.07 eV

=====

c) Below is a cluster of 2 separate species, BH3OS in total, with properties calculated with ωB97M-V/def2-TZVPD.

Cartesian coordinates (Å):
B: -0.11855 0.40450 -0.51953
O: -0.27717 1.69195 -0.89000
S: -1.60811 -0.62559 -0.83886
H: 0.71058 0.00792 0.22038
H: 0.56711 2.18569 -0.62184
H: -1.47519 -1.99968 0.85871

HOMO-LUMO gap (spin up / spin down) = 8.434 / 7.876 eV
E_LUMO (spin up / spin down) = -1.4 / -1.8 eV
net charge = 0
HOMO (spin up / spin down) = -9.80 / -9.63 eV

=====

Which of them is most stable? Easy: b).

=====

a) Below is a cluster of 5 separate species, C2H15NO5 in total, with properties calculated with ωB97M-V/def2-TZVPD.

Cartesian coordinates (Å):
C: -2.15991 1.49771 -1.19069
O: -1.50196 2.66698 -0.84041
C: -2.35532 0.50534 -0.05029
N: -2.96661 -0.79043 -0.38183
H: -3.20930 1.93388 -1.40328
H: -1.82743 0.95137 -2.08408
H: -0.54463 2.60350 -0.95001
H: -1.36602 0.28599 0.37159
H: -2.83360 0.79046 0.90550
H: -3.70712 -0.83579 -1.06650
H: -2.25132 -1.33644 -0.84211
H: -0.08840 -2.66792 -1.08403
H: -0.01957 -2.47711 -2.54023
O: -0.16067 -1.95545 -1.73874
H: 2.08112 -0.53799 2.08725
H: 1.66723 -0.27613 3.59392
O: 1.37584 -0.59362 2.73961
H: 5.15417 -1.62823 1.70350
H: 6.12527 -0.50978 2.06602
O: 5.29120 -0.67772 1.61707
H: 0.70326 -0.38711 -1.08410
H: 0.30607 0.31172 0.25667
O: 0.97806 0.27034 -0.42098

HOMO-LUMO gap = 9.334 eV
E_LUMO = 0.3 eV
net charge = 0
HOMO = -9.08 eV

=====

b) Below is a cluster of 6 separate species, C2H15NO5 in total, with properties calculated with ωB97M-V/def2-TZVPD.

Cartesian coordinates (Å):
C: -0.46924 0.25450 -2.50508
C: 0.36144 -0.78938 -2.31958
N: -0.07353 -1.95700 -1.63710
H: -1.43156 0.27300 -1.99246
H: -0.57687 0.73970 -3.44832
H: 1.19785 -1.14028 -2.92404
H: -0.78283 -1.75002 -0.91295
H: 0.71486 -2.45631 -1.21402
H: -2.05336 1.90318 0.68053
H: -1.05785 1.58868 1.89669
O: -1.23252 2.17512 1.12043
H: -1.67361 -1.05823 1.13908
H: -2.32291 0.22922 0.48438
O: -2.32336 -0.76827 0.48550
H: 1.49657 2.15170 0.27330
H: 0.47252 1.15654 0.18367
O: 1.44350 1.18862 0.19517
H: 1.86275 -1.33142 0.74112
H: 2.66969 -0.11596 0.43455
O: 2.75349 -0.99359 0.85916
H: -0.12107 -0.03507 3.43379
H: 1.05319 0.45173 2.47152
O: 0.09285 0.28355 2.55467

HOMO-LUMO gap = 8.377 eV
E_LUMO = 0.1 eV
net charge = 0
HOMO = -8.32 eV

=====

Which of them is most stable? Easy: a).

=====

a) Below is the ion C5H13N2S with charge -1, with properties calculated with ωB97M-V/def2-TZVPD.

Cartesian coordinates (Å):
C: -1.27278 0.80248 0.14455
N: -0.54083 -0.42345 0.42461
C: 0.94258 -0.26947 0.34444
C: 1.61738 -1.62859 0.19227
S: 3.24147 -1.46764 -0.65608
C: 1.48796 0.44662 1.56999
C: -1.42577 1.08324 -1.34642
N: -2.29616 0.04560 -1.98199
H: -0.91674 1.67468 0.71119
H: -2.28804 0.64152 0.47447
H: -0.85015 -0.77456 1.31975
H: 1.08793 0.32549 -0.55339
H: 0.92237 -2.29754 -0.31969
H: 1.79050 -2.05492 1.18515
H: 1.34321 -0.17125 2.46205
H: 2.57179 0.59081 1.43176
H: 1.12752 1.46745 1.74738
H: -1.96474 2.03477 -1.39090
H: -0.50208 1.14783 -1.90396
H: -1.68880 -0.50536 -2.60004
H: -2.38663 -0.66771 -1.25513

HOMO-LUMO gap = 6.005 eV
E_LUMO = 3.6 eV
net charge = -1
HOMO = -2.38 eV

=====

b) Below is the ion C5H13N2S with charge -1, with properties calculated with ωB97M-V/def2-TZVPD.

Cartesian coordinates (Å):
C: 0.92202 2.14880 0.67786
N: 0.35717 0.80693 0.64336
C: 0.10563 0.20868 -0.65997
C: -0.55144 1.16884 -1.65896
S: -2.26538 1.63066 -1.14522
C: -0.82571 -1.02226 -0.43000
N: -0.11093 -2.24839 -0.03362
C: 0.26571 -2.30714 1.38964
H: 0.15282 2.92897 0.62136
H: 1.51586 2.34167 -0.22833
H: 1.61218 2.24814 1.51072
H: -0.54008 0.85910 1.10446
H: 0.97529 -0.29061 -1.10425
H: -0.54728 0.71514 -2.64666
H: -0.01846 2.11691 -1.60825
H: -1.26361 -1.27439 -1.39012
H: -1.58583 -0.76939 0.29428
H: 0.74914 -2.33035 -0.57111
H: 0.33891 -3.34654 1.72242
H: -0.50295 -1.77938 1.95024
H: 1.21694 -1.80540 1.56215

HOMO-LUMO gap = 6.210 eV
E_LUMO = 3.8 eV
net charge = -1
HOMO = -2.43 eV

=====

Which of them is most stable? Easy: a).

=====

a) Below is a cluster of 5 separate species, CH10O6 in total, with properties calculated with ωB97M-V/def2-TZVPD.

Cartesian coordinates (Å):
O: -0.76549 -2.42678 1.99226
C: -1.53344 -1.74053 1.40100
O: -1.41712 -1.36006 0.08010
H: -2.33856 -1.21907 1.96968
H: -1.56213 -0.39016 0.13163
H: 1.00523 1.63883 -1.71208
H: 0.77174 3.10111 -1.92530
O: 0.55829 2.41623 -1.28651
H: 1.83996 -0.64250 -1.00178
H: 1.15477 -0.49755 -2.34904
O: 1.34382 -0.00151 -1.54641
H: 1.06108 -0.93451 1.23638
H: 1.98547 -2.05136 1.25028
O: 1.87426 -1.21018 0.79394
H: -1.70363 2.18245 0.85052
H: -0.84889 1.75804 -0.29053
O: -1.42537 1.37754 0.40586

HOMO-LUMO gap = 11.302 eV
E_LUMO = 0.6 eV
net charge = 0
HOMO = -10.68 eV

=====

b) Below is a cluster of 5 separate species, CH10O6 in total, with properties calculated with ωB97M-V/def2-TZVPD.

Cartesian coordinates (Å):
O: 3.45999 -1.95137 1.09880
C: 2.61223 -1.42448 1.75321
O: 1.53999 -0.75184 1.26392
H: 2.68607 -1.42942 2.85521
H: 0.78346 -1.40317 1.21649
H: 0.05940 -2.05407 -0.71525
H: -1.27561 -1.87045 -0.13998
O: -0.38727 -2.15264 0.13336
H: -2.64444 0.47151 -1.76781
H: -3.15089 0.12434 -0.50340
O: -2.53421 -0.26626 -1.14612
H: -1.14185 2.17682 -1.47311
H: -0.41660 1.50724 -2.60464
O: -1.18819 2.07637 -2.43793
H: 0.42447 2.70081 1.53511
H: 0.79573 1.73182 0.33062
O: 0.37775 2.51478 0.60151

HOMO-LUMO gap = 11.013 eV
E_LUMO = 0.3 eV
net charge = 0
HOMO = -10.73 eV

=====

c) Below is a structure of composition CH10O6, with properties calculated with ωB97M-V/def2-TZVPD.

Cartesian coordinates (Å):
H: 0.07136 -0.53475 0.30745
O: 0.32489 -0.97173 -0.82833
O: -0.25130 -0.04160 1.31915
H: -0.55377 -0.67136 -1.19785
H: 0.92533 -0.25809 -1.19116
C: -0.26360 1.25624 1.22288
H: -0.24813 1.71342 2.22027
O: -0.32262 1.86116 0.16443
O: 0.44767 -2.17827 2.92736
H: -0.08923 -1.52927 2.43892
H: 0.87171 -2.75949 2.28582
O: -2.14869 -0.23190 -1.53859
H: -2.15770 -0.22635 -2.50435
H: -2.26342 0.68147 -1.24730
O: 1.92843 1.02149 -1.74680
H: 1.47380 1.87134 -1.79570
H: 2.25527 0.99769 -0.83621

HOMO-LUMO gap = 10.699 eV
E_LUMO = 0.2 eV
net charge = 0
HOMO = -10.50 eV

=====

d) Below is a cluster of 5 separate species, CH10O6 in total, with properties calculated with ωB97M-V/def2-TZVPD.

Cartesian coordinates (Å):
O: 0.00555 1.10905 -2.21394
C: -0.36461 1.73528 -1.27233
O: 0.20166 1.60390 -0.09585
H: -1.14314 2.50513 -1.35923
H: -0.24439 1.58178 0.76999
H: -0.12578 -0.96504 0.92447
H: 0.45369 -1.95013 1.72799
O: -0.04809 -1.14280 1.84815
H: 0.24421 -1.88563 -0.95545
H: -1.02973 -2.82415 -1.00239
O: -0.29602 -2.50339 -0.44416
H: 2.21490 -0.27682 0.16654
H: 1.86208 -0.50198 -1.25113
O: 2.20359 -0.99093 -0.47498
H: -0.94589 0.46953 2.30267
H: -2.31395 1.29635 2.28074
O: -1.42029 1.21186 1.90197

HOMO-LUMO gap = 11.403 eV
E_LUMO = 0.5 eV
net charge = 0
HOMO = -10.93 eV

=====

Which of them is most stable? Easy: c).

=====

a) Below is the ion C7H16NS with charge +1, with properties calculated with ωB97M-V/def2-TZVPD.

Cartesian coordinates (Å):
C: -2.18483 1.51868 -0.39285
C: -1.35200 0.41494 0.44191
C: -1.14856 0.62715 1.91858
C: 2.28002 0.81119 -0.85578
C: 0.12643 -2.29821 -1.05394
C: 1.12438 0.94286 0.19730
C: 0.36824 -1.45017 0.14901
N: 0.08621 0.03532 -0.21930
S: -2.66545 -0.28985 -0.46670
H: -2.83321 1.92416 0.29888
H: -1.78477 1.95358 -1.34918
H: -2.07321 0.87496 2.24031
H: -0.57241 1.51741 2.15456
H: -0.70408 -0.25691 2.33679
H: 2.53688 -0.22524 -1.04861
H: 1.90787 1.32962 -1.75607
H: 3.11941 1.23773 -0.26767
H: -0.91613 -2.52860 -1.25741
H: 0.75562 -2.17739 -2.02411
H: 0.41951 -3.31830 -0.70239
H: 0.84021 1.97704 0.17964
H: 1.52988 0.47626 1.17097
H: 1.37128 -1.57812 0.55271
H: -0.29060 -1.62768 1.01656
H: 0.05931 0.10957 -1.26321

HOMO-LUMO gap = 10.558 eV
E_LUMO = -2.8 eV
net charge = +1
HOMO = -13.35 eV

=====

b) Below is the ion C7H16NS with charge +1, with properties calculated with ωB97M-V/def2-TZVPD.

Cartesian coordinates (Å):
C: 0.31300 0.24798 0.65588
C: 1.71956 0.31481 -0.19538
C: -2.01937 -0.64076 0.33541
C: 2.47219 1.46193 0.40211
C: 1.50367 0.28876 -1.73472
C: -2.72700 0.56398 0.84548
C: -2.84204 -1.73149 -0.18577
N: -0.66582 -0.73847 0.19235
S: 2.73414 -1.12056 0.26304
H: 0.73291 -0.07454 1.64413
H: 0.09133 1.36607 0.74820
H: 2.24068 1.35291 1.46687
H: 2.35404 2.50900 0.13407
H: 3.47074 1.16469 0.20214
H: 0.82841 0.99498 -2.20916
H: 1.31589 -0.77318 -1.96630
H: 2.61472 0.49409 -2.00837
H: -3.73734 0.65144 0.49310
H: -2.13754 1.35417 0.42918
H: -2.69574 0.52593 2.01937
H: -3.59507 -1.32246 -0.81544
H: -3.42722 -2.29646 0.66209
H: -2.22281 -2.41599 -0.73832
H: -0.21312 -1.49465 -0.34097
H: 3.89179 -0.68220 -0.29897

HOMO-LUMO gap = 8.113 eV
E_LUMO = -4.5 eV
net charge = +1
HOMO = -12.58 eV

=====

Which of them is most stable? Easy: b).

=====

a) Below is an isolated molecule of C24H25N3O6S, with properties calculated with ωB97M-V/def2-TZVPD.

Cartesian coordinates (Å):
C: -0.45003 -1.99017 -3.79890
H: -0.74230 -3.03273 -3.69348
H: 0.13083 -1.85982 -4.71592
H: -1.35022 -1.36904 -3.83558
O: 0.32658 -1.70394 -2.65510
C: 0.84752 -0.46504 -2.50985
C: 0.58132 0.62235 -3.34122
C: 1.12420 1.86330 -3.06163
C: 1.95184 2.07237 -1.96364
C: 2.23866 0.97813 -1.15672
C: 1.69288 -0.26193 -1.41891
S: 2.11977 -1.62364 -0.32741
O: 2.34055 -2.81633 -1.08479
O: 3.14946 -1.16875 0.55534
N: 0.72797 -1.84931 0.59718
C: 0.71398 -1.37276 1.92490
C: 0.95950 -0.02615 2.16110
C: 0.97437 0.45247 3.45781
C: 0.73135 -0.38051 4.53992
C: 0.48184 -1.73648 4.30489
C: 0.48241 -2.21593 3.00442
H: 0.31612 -3.26917 2.83217
C: 0.23150 -2.67269 5.44676
H: -0.64123 -2.35650 6.01731
H: 0.06372 -3.68484 5.08893
H: 1.08345 -2.68214 6.12527
C: 0.74580 0.16371 5.93479
H: 0.94165 1.23250 5.92837
H: 1.51703 -0.32572 6.52841
H: -0.21040 -0.01141 6.42687
H: 1.17451 1.50002 3.62967
H: 1.16336 0.63791 1.33481
C: -0.27624 -2.74957 0.10085
H: -0.69275 -3.37534 0.89499
H: 0.19889 -3.40421 -0.63561
C: -1.43257 -2.03545 -0.60315
O: -2.28245 -2.63089 -1.22154
N: -1.39342 -0.67866 -0.43929
C: -2.05792 0.29882 -1.16348
C: -1.57617 1.60258 -1.08552
C: -2.17302 2.59771 -1.84261
C: -3.25829 2.33025 -2.66911
C: -3.74288 1.03600 -2.72367
C: -3.15531 0.02442 -1.98273
H: -3.52764 -0.98576 -2.03665
H: -4.58828 0.80788 -3.35387
H: -3.69756 3.12840 -3.24599
N: -1.63235 3.93087 -1.78740
O: -2.13430 4.77521 -2.49655
O: -0.69421 4.12997 -1.04230
H: -0.73194 1.84854 -0.45950
H: -0.61523 -0.34575 0.11902
H: 2.90530 1.06256 -0.31200
C: 2.48214 3.43441 -1.65154
H: 2.86041 3.91718 -2.54978
H: 1.67626 4.05218 -1.25337
H: 3.27675 3.38217 -0.91318
H: 0.89786 2.69221 -3.71650
H: -0.05303 0.50652 -4.20532

HOMO-LUMO gap = 8.011 eV
E_LUMO = -0.7 eV
net charge = 0
HOMO = -8.69 eV

=====

b) Below is an isolated molecule of C24H25N3O6S, with properties calculated with ωB97M-V/def2-TZVPD.

Cartesian coordinates (Å):
C: 1.92731 0.95004 3.31824
C: 2.49570 2.34896 3.11889
H: 3.32716 2.53826 3.80062
H: 1.71415 3.10079 3.26479
O: 3.05373 2.50005 1.81404
C: 2.17393 2.73145 0.82444
O: 0.98432 2.89345 1.00600
N: 2.77334 2.81371 -0.39328
C: 1.92583 2.71327 -1.56738
H: 0.91662 3.04350 -1.31737
C: 1.93355 1.23952 -2.04235
N: 2.43697 0.38574 -0.98875
C: 1.69937 -0.64160 -0.45785
C: 0.35191 -0.52155 -0.19974
N: -0.33981 0.67917 -0.25808
H: 0.11896 1.53552 0.03250
S: -1.55503 0.87280 -1.39848
O: -1.42005 -0.17763 -2.36799
O: -1.40027 2.22584 -1.86646
C: -3.08816 0.75639 -0.50823
C: -3.27668 1.59350 0.57101
C: -4.47132 1.53048 1.26771
C: -5.46910 0.64092 0.88518
C: -5.25091 -0.18905 -0.21119
C: -4.06037 -0.13474 -0.91179
H: -3.86199 -0.77429 -1.75638
H: -6.02171 -0.88331 -0.51270
C: -6.75847 0.55716 1.64370
H: -6.79394 -0.36972 2.21557
H: -7.60567 0.55832 0.96085
H: -6.86137 1.39006 2.33394
H: -4.63053 2.17802 2.11768
H: -2.49397 2.28024 0.85170
C: -0.51125 -1.65453 0.10315
O: -1.70599 -1.49855 0.31880
C: 0.14114 -2.97593 0.19663
C: -0.62735 -4.10738 0.44186
C: -0.02572 -5.34663 0.58223
C: 1.35228 -5.46197 0.48772
C: 2.12559 -4.33983 0.24555
C: 1.52988 -3.09159 0.09006
C: 2.38894 -1.92860 -0.22450
O: 3.59552 -2.05686 -0.35552
H: 3.20006 -4.40983 0.16223
H: 1.82424 -6.42692 0.59762
H: -0.63038 -6.22173 0.76842
H: -1.69753 -3.98898 0.52172
C: 3.82326 0.62910 -0.65979
H: 4.49231 0.17380 -1.40052
C: 4.04867 2.16015 -0.60091
H: 4.72997 2.41798 0.20810
H: 4.45717 2.53658 -1.54072
H: 4.03854 0.18129 0.30954
H: 2.60531 1.12889 -2.90364
H: 0.93745 0.92361 -2.34901
H: 2.32469 3.37373 -2.34086
H: 1.08972 0.78504 2.64398
H: 1.57998 0.84116 4.34150
H: 2.69097 0.20035 3.12199

HOMO-LUMO gap = 6.977 eV
E_LUMO = -1.2 eV
net charge = 0
HOMO = -8.14 eV

=====

Which of them is most stable? Easy: b).